Record 1
Density functional theory data (wB97M-V/def2-TZVPD) for a molecular structure, C34H41GdN8O6S in a non-equilibrium geometry.

```
91
Properties=species:S:1:pos:R:3:mulliken_spin:R:1
Gd -0.08 0.15 -0.06 7.18
C 1.52 -2.94 -0.57 0.01
C 1.80 -3.13 0.92 0.00
C 3.07 -2.42 1.32 0.00
C 4.27 -3.11 1.31 0.00
C 5.47 -2.47 1.58 0.00
C 5.46 -1.11 1.84 0.00
C 4.28 -0.38 1.87 0.00
C 4.38 1.12 2.07 0.00
C 4.70 1.53 3.51 0.00
C 3.06 -1.06 1.64 0.00
N 1.85 -0.31 1.62 -0.02
C 1.54 0.36 2.68 -0.01
C 0.58 1.41 2.70 0.00
C 0.27 2.25 3.78 0.00
C -0.60 3.22 3.28 0.00
C -0.77 2.93 1.93 0.00
N -0.06 1.85 1.56 -0.03
H 0.53 -3.29 -0.85 0.00
H 2.28 -3.45 -1.18 0.00
H 1.59 -1.88 -0.83 0.00
H 1.89 -4.20 1.15 0.00
H 0.96 -2.75 1.49 0.00
H 4.26 -4.17 1.08 0.00
H 6.41 -3.02 1.56 0.00
H 6.40 -0.59 2.01 0.00
H 3.48 1.62 1.73 0.00
H 5.20 1.47 1.43 0.00
H 3.92 1.21 4.20 0.00
H 4.80 2.61 3.60 0.00
H 5.64 1.08 3.85 0.00
H 2.08 0.18 3.61 0.00
H 0.65 2.14 4.79 0.00
H -1.05 4.04 3.82 0.00
H -1.38 3.45 1.21 0.00
C -5.55 -3.30 5.56 0.00
C -4.69 -2.82 4.42 0.00
C -3.34 -3.12 4.36 0.00
C -2.55 -2.71 3.30 0.00
C -3.13 -1.98 2.28 0.00
C -4.48 -1.65 2.31 0.00
C -5.25 -2.07 3.38 0.00
S -2.21 -1.55 0.84 -0.01
O -2.65 -0.24 0.32 0.00
O -0.82 -1.33 1.41 -0.05
N -2.30 -2.70 -0.11 0.00
C -2.75 -2.42 -1.48 0.00
C -1.92 -1.38 -2.23 0.00
O -2.38 -0.85 -3.25 0.00
O -0.76 -1.12 -1.74 -0.02
H -4.95 -3.48 6.46 0.00
H -6.05 -4.23 5.31 0.00
H -6.32 -2.57 5.81 0.00
H -2.89 -3.69 5.17 0.00
H -1.49 -2.94 3.27 0.00
H -4.91 -1.06 1.52 0.00
H -6.30 -1.80 3.42 0.00
H -3.78 -2.08 -1.54 0.00
H -2.68 -3.35 -2.05 0.00
C 4.54 0.34 -2.01 0.00
N 3.28 0.47 -2.76 0.00
C 3.26 0.28 -4.11 0.00
C 2.12 0.31 -4.81 0.00
C 0.91 0.50 -4.07 0.00
N 0.95 0.78 -2.78 0.00
C 2.10 0.75 -2.10 0.00
O 2.10 0.93 -0.86 -0.01
N -0.30 0.39 -4.64 0.00
H 5.21 1.15 -2.26 0.00
H 5.00 -0.62 -2.24 0.00
H 4.30 0.37 -0.95 0.00
H 4.23 0.09 -4.56 0.00
H 2.11 0.12 -5.88 0.00
H -0.31 0.02 -5.58 0.00
H -1.08 0.09 -4.04 0.00
N -1.29 1.97 -1.21 -0.02
C -1.81 2.77 -1.86 0.01
N -2.41 3.67 -2.62 0.00
C -3.83 3.47 -2.95 0.00
C -3.95 2.93 -4.36 0.00
O -3.27 3.78 -5.27 0.00
C -1.88 3.84 -4.99 0.00
C -1.64 4.43 -3.61 0.00
H -4.33 4.44 -2.87 0.00
H -4.27 2.79 -2.22 0.00
H -4.99 2.90 -4.66 0.00
H -3.53 1.92 -4.40 0.00
H -1.43 4.47 -5.75 0.00
H -1.45 2.84 -5.04 0.00
H -2.00 5.46 -3.58 0.00
H -0.59 4.41 -3.34 0.00
```

Output
Multiplicity: 8
Orbital gap (alpha / beta) in eV: 6.80 / 7.49
Energy above the lowest of the compared OMol25 structures with the same formula, charge and spin in kcal per mole: 0.00
Expectation value of S²: 15.8375
Net charge: 0

---

Record 2
Density functional theory data (wB97M-V/def2-TZVPD) for a molecular structure, C34H41N7NaO2S2Sb2 in a non-equilibrium geometry.

```
89
Properties=species:S:1:pos:R:3:mulliken_charge:R:1
Na -0.72 -0.87 -0.72 1.80
O -2.01 -1.35 0.82 -0.04
C -3.30 -1.41 0.92 -0.20
C -3.92 -2.07 2.01 -0.47
C -5.28 -2.10 2.19 -0.56
C -6.13 -1.47 1.27 -0.76
C -5.56 -0.86 0.17 -0.66
C -4.19 -0.82 -0.05 1.40
C -3.73 -0.19 -1.30 -1.20
N -2.50 -0.06 -1.61 0.32
N -2.23 0.48 -2.86 -1.00
C -0.93 0.46 -3.13 0.00
O 0.02 0.02 -2.42 -0.98
C -0.58 1.09 -4.46 0.27
C 0.76 1.21 -4.80 -0.32
C 1.15 1.84 -5.98 -0.71
C 0.19 2.36 -6.83 -0.34
C -1.16 2.22 -6.51 -0.63
C -1.54 1.59 -5.33 -0.19
H -3.26 -2.55 2.73 0.22
H -5.70 -2.61 3.05 0.39
H -7.21 -1.48 1.41 0.36
H -6.21 -0.39 -0.57 0.33
H -4.50 0.13 -2.01 0.20
H 1.50 0.77 -4.14 0.49
H 2.20 1.92 -6.23 0.39
H 0.48 2.85 -7.75 0.36
H -1.92 2.61 -7.18 0.37
H -2.58 1.49 -5.06 0.45
N 3.23 0.37 -1.84 -0.10
N 4.58 0.14 -2.20 -0.26
C 5.09 -1.10 -2.25 0.46
N 6.46 -1.14 -2.35 -0.46
S 4.16 -2.48 -2.28 -0.43
H 2.68 -0.46 -2.09 -0.01
H 2.89 1.10 -2.45 0.32
H 5.18 0.90 -1.92 0.21
H 7.01 -0.37 -2.01 0.20
H 6.86 -2.06 -2.25 0.23
C -0.57 -1.66 3.62 -1.49
Sb -0.59 0.15 2.47 0.75
C -2.49 0.92 3.12 -1.39
C 0.49 1.16 4.18 -1.74
C 0.31 2.62 4.07 0.73
C -0.79 3.26 4.65 -0.63
C -1.05 4.60 4.45 -0.46
C -0.20 5.35 3.64 -0.77
C 0.93 4.74 3.10 -0.60
C 1.22 3.39 3.33 1.05
C 2.52 2.82 2.84 -2.01
Sb 2.53 1.57 1.03 0.77
C 1.26 2.91 -0.07 -1.26
C 4.36 2.50 0.33 -1.50
H -1.30 -1.58 4.42 0.49
H 0.43 -1.80 4.05 0.46
H -0.81 -2.50 2.98 0.20
H -2.78 0.45 4.06 0.36
H -3.24 0.70 2.36 0.35
H -2.41 2.00 3.25 0.46
H 1.53 0.84 4.11 0.44
H 0.06 0.74 5.09 0.67
H -1.46 2.67 5.28 0.39
H -1.91 5.06 4.91 0.38
H -0.39 6.40 3.44 0.39
H 1.62 5.33 2.50 0.31
H 2.99 2.21 3.61 0.57
H 3.18 3.65 2.61 0.65
H 1.73 3.89 -0.12 0.46
H 0.31 2.99 0.45 0.33
H 1.08 2.53 -1.07 0.30
H 4.51 3.47 0.81 0.47
H 4.29 2.66 -0.75 0.33
H 5.22 1.87 0.55 0.37
N 1.80 -1.93 1.01 0.20
C 1.13 -3.00 0.50 0.11
N 0.34 -2.95 -0.52 0.04
C -0.20 -4.20 -0.78 -0.60
C -1.08 -4.49 -1.82 -0.50
C -1.52 -5.79 -1.98 -0.66
C -1.11 -6.80 -1.12 -0.47
C -0.25 -6.53 -0.07 -0.52
C 0.20 -5.22 0.09 0.93
S 1.28 -4.57 1.28 -0.34
H 1.96 -1.15 0.38 -0.37
H 2.57 -2.11 1.63 0.27
H -1.39 -3.69 -2.48 0.50
H -2.20 -6.02 -2.79 0.39
H -1.47 -7.81 -1.26 0.36
H 0.07 -7.31 0.61 0.38
```

Output
Orbital gap in eV: 5.81
Energy above the lowest of the compared OMol25 structures with the same formula, charge and spin in kcal per mole: 20.51
Net charge: -1

---

Record 3
Density functional theory data (wB97M-V/def2-TZVPD) for 14 unconnected molecules or ions with the total composition C34H42F6N8O18 in a non-equilibrium geometry.

```
108
Properties=species:S:1:pos:R:3:mulliken_charge:R:1
C -1.61 -5.44 -3.59 -0.44
C -0.92 -4.56 -4.60 0.31
O -2.05 -3.86 -5.02 -0.31
C -2.93 -3.75 -4.03 0.68
O -3.75 -2.91 -3.91 -0.51
O -2.72 -4.70 -3.18 -0.31
F -0.47 -5.27 -5.66 -0.29
H -0.89 -5.70 -2.81 0.29
H -1.97 -6.33 -4.11 0.28
H -0.12 -3.96 -4.18 0.30
C -3.20 2.87 -6.09 -0.30
C -2.44 3.99 -5.34 0.28
O -3.50 4.61 -4.59 -0.32
C -4.66 4.33 -5.05 0.70
O -5.68 4.71 -4.55 -0.53
O -4.53 3.33 -6.00 -0.36
F -1.98 4.95 -6.10 -0.28
H -3.12 1.88 -5.63 0.30
H -2.90 2.87 -7.14 0.26
H -1.58 3.63 -4.78 0.26
C -0.11 -0.42 1.31 -0.38
C -0.02 0.70 0.29 0.35
O -1.29 1.19 0.29 -0.31
C -2.19 0.47 1.05 0.64
O -3.42 0.78 1.23 -0.55
O -1.45 -0.53 1.68 -0.30
F 0.08 0.06 -0.92 -0.29
H 0.46 -0.23 2.21 0.29
H 0.28 -1.32 0.82 0.25
H 0.82 1.39 0.39 0.28
C 4.39 -7.33 4.30 -0.36
C 4.80 -8.07 3.00 0.26
O 3.63 -7.99 2.21 -0.29
C 2.98 -6.90 2.56 0.69
O 2.01 -6.44 2.02 -0.55
O 3.61 -6.34 3.68 -0.32
F 4.93 -9.37 3.28 -0.28
H 5.21 -6.97 4.93 0.27
H 3.69 -7.84 4.97 0.27
H 5.68 -7.66 2.51 0.31
C 1.89 -1.04 -9.43 -0.35
C 3.42 -1.00 -9.47 0.23
O 3.81 -0.13 -8.37 -0.30
C 2.73 0.00 -7.56 0.68
O 2.69 0.64 -6.49 -0.56
O 1.65 -0.59 -8.11 -0.29
F 3.83 -0.75 -10.71 -0.25
H 1.62 -2.08 -9.64 0.28
H 1.50 -0.36 -10.19 0.30
H 3.82 -1.98 -9.19 0.25
C -3.03 -6.33 5.08 -0.33
C -3.29 -4.87 5.36 0.40
O -2.33 -4.55 6.22 -0.28
C -1.64 -5.59 6.67 0.69
O -0.76 -5.61 7.51 -0.57
O -2.09 -6.69 6.11 -0.33
F -4.57 -4.59 5.86 -0.32
H -2.56 -6.33 4.09 0.27
H -3.92 -6.95 5.16 0.28
H -3.24 -4.31 4.42 0.17
C -3.52 1.38 7.82 -0.64
C -4.13 0.77 9.02 0.30
N -4.64 0.26 9.98 -0.39
H -4.20 2.19 7.55 0.24
H -3.52 0.63 7.03 0.22
H -2.53 1.81 8.00 0.26
C 6.23 3.00 -1.04 -0.63
C 7.69 3.26 -0.70 0.25
N 8.82 3.38 -0.44 -0.35
H 5.97 3.85 -1.67 0.24
H 5.74 3.10 -0.08 0.21
H 6.01 2.06 -1.56 0.28
C 6.18 -4.61 -3.48 -0.79
C 5.81 -3.65 -2.44 0.33
N 5.50 -2.89 -1.64 -0.33
H 5.35 -5.01 -4.05 0.26
H 6.54 -5.58 -3.10 0.27
H 6.95 -4.25 -4.16 0.26
C -3.49 6.74 1.46 -0.61
C -3.52 8.18 1.29 0.28
N -3.61 9.34 1.09 -0.39
H -4.30 6.43 2.12 0.26
H -2.50 6.58 1.89 0.23
H -3.52 6.29 0.47 0.22
C 2.80 -0.28 8.07 -0.68
C 3.78 -1.35 8.48 0.32
N 4.50 -2.25 8.74 -0.38
H 3.25 0.37 7.31 0.25
H 2.64 0.35 8.95 0.24
H 1.84 -0.64 7.71 0.25
C 3.69 5.86 4.42 -0.71
C 2.52 5.03 4.52 0.32
N 1.50 4.44 4.61 -0.40
H 3.61 6.54 3.57 0.26
H 4.55 5.20 4.34 0.25
H 3.83 6.41 5.35 0.27
C 0.87 9.01 -3.35 -0.67
C 1.20 7.80 -2.60 0.28
N 1.37 6.81 -2.03 -0.38
H 0.30 9.66 -2.70 0.26
H 0.39 8.71 -4.28 0.25
H 1.81 9.55 -3.47 0.26
C -9.78 3.44 -0.20 -0.66
C -10.59 3.52 -1.45 0.29
N -11.27 3.61 -2.41 -0.38
H -10.39 3.63 0.68 0.26
H -8.94 4.14 -0.28 0.25
H -9.44 2.41 -0.16 0.24
```

Output
Orbital gap in eV: 10.76
Net charge: 0

---

Record 4
Density functional theory data (wB97M-V/def2-TZVPD) for a molecular structure, C34H42FN10O3RbS2 in a non-equilibrium geometry.

```
93
Properties=species:S:1:pos:R:3:mulliken_charge:R:1
Rb 0.96 0.21 0.01 0.99
C 2.89 -1.06 3.15 -1.28
C 2.50 -1.36 4.60 0.53
C 1.87 -2.75 4.72 -1.29
C 1.62 -0.28 5.19 0.59
C 2.06 0.31 6.37 -0.89
C 1.37 1.36 6.96 -1.24
C 0.26 1.87 6.32 -0.89
C -0.22 1.31 5.14 0.89
C -1.36 2.03 4.46 0.69
C -0.87 2.66 3.15 -1.32
C -2.60 1.17 4.23 -1.28
C 0.43 0.18 4.58 -0.09
N -0.01 -0.40 3.42 0.18
C -0.85 -1.41 3.38 -0.72
C -1.50 -1.99 4.51 0.04
C -2.37 -3.04 4.40 -0.83
C -2.66 -3.61 3.17 -0.55
C -2.04 -3.09 2.03 -0.57
C -1.18 -2.04 2.15 0.27
F -0.58 -1.56 0.99 -0.11
H 3.62 -1.79 2.80 0.51
H 3.33 -0.07 3.08 0.40
H 2.02 -1.10 2.50 -0.20
H 3.43 -1.38 5.19 0.48
H 0.97 -2.81 4.11 0.17
H 1.60 -2.95 5.76 0.27
H 2.56 -3.52 4.38 0.50
H 2.97 -0.06 6.83 0.34
H 1.72 1.80 7.89 0.34
H -0.25 2.73 6.74 0.32
H -1.66 2.85 5.12 0.56
H -0.56 1.87 2.46 0.08
H 0.00 3.29 3.34 0.39
H -1.65 3.26 2.69 0.36
H -2.41 0.43 3.46 -0.09
H -3.43 1.80 3.90 0.51
H -2.89 0.65 5.14 0.34
H -1.28 -1.56 5.48 0.51
H -2.84 -3.44 5.29 0.36
H -3.35 -4.44 3.08 0.34
H -2.23 -3.52 1.06 0.45
C 2.91 0.12 -6.59 -1.54
C 2.16 1.45 -6.64 0.64
C 2.98 2.56 -5.99 -0.88
C 0.76 1.33 -5.98 -0.84
N 0.62 0.34 -4.95 0.97
C 0.97 0.32 -3.64 -0.18
N 0.42 -0.74 -3.10 0.15
N -0.24 -1.37 -4.07 -0.63
N -0.13 -0.74 -5.17 -0.43
H 3.82 0.19 -7.19 0.48
H 2.30 -0.69 -6.96 0.38
H 3.20 -0.09 -5.56 0.27
H 1.97 1.71 -7.69 0.27
H 3.15 2.35 -4.93 -0.25
H 2.47 3.51 -6.08 0.37
H 3.95 2.63 -6.47 0.40
H 0.03 1.03 -6.73 0.42
H 0.49 2.30 -5.57 0.20
H 1.63 1.02 -3.17 0.03
O 5.12 0.69 -0.79 -0.71
S 3.71 0.92 -1.03 1.22
O 2.97 -0.29 -1.38 -0.80
O 3.02 1.65 0.06 -0.81
S 3.55 2.13 -2.65 -0.71
C -1.54 3.03 -2.75 -1.17
C -2.26 2.91 -1.46 0.71
N -2.06 1.95 -0.59 -0.24
C -2.91 2.19 0.45 -0.81
C -3.63 3.32 0.21 -0.63
N -3.21 3.79 -1.02 0.29
C -3.73 4.95 -1.68 -0.74
N -5.16 5.00 -1.62 0.71
N -5.80 6.15 -1.27 -0.78
N -7.07 5.95 -1.28 -0.53
C -7.31 4.65 -1.61 -0.04
C -8.51 3.93 -1.73 -0.65
C -8.40 2.60 -2.07 -0.50
C -7.17 1.98 -2.29 -0.66
C -5.97 2.68 -2.20 -0.48
C -6.07 4.01 -1.85 1.25
H -0.96 2.12 -2.88 -0.02
H -0.85 3.88 -2.74 0.40
H -2.23 3.14 -3.58 0.40
H -2.95 1.52 1.28 0.65
H -4.38 3.82 0.78 0.50
H -3.38 4.94 -2.73 0.37
H -3.37 5.87 -1.20 0.32
H -9.46 4.41 -1.56 0.43
H -9.30 2.01 -2.17 0.35
H -7.14 0.93 -2.54 0.40
H -5.02 2.20 -2.36 0.41
```

Output
Orbital gap in eV: 4.60
Energy above the lowest of the compared OMol25 structures with the same formula, charge and spin in kcal per mole: 42.05
Net charge: -2

---

Record 5
Density functional theory data (wB97M-V/def2-TZVPD) for a molecular structure, C34H42MgN4OSSb.

```
84
Properties=species:S:1:pos:R:3:mulliken_charge:R:1
Mg -0.32 0.63 -0.29 1.55
C 5.23 2.43 -4.13 -1.81
C 5.10 1.19 -3.23 2.04
C 6.25 0.22 -3.52 -1.79
C 5.21 1.64 -1.77 -1.89
C 3.76 0.51 -3.51 -0.20
C 3.49 0.04 -4.80 -0.43
C 2.29 -0.56 -5.13 -1.21
C 1.32 -0.67 -4.14 0.87
S -0.31 -1.26 -4.26 -0.34
C -0.58 -0.87 -2.59 0.75
N 0.46 -0.33 -1.99 0.21
C 1.55 -0.20 -2.86 -1.13
C 2.78 0.37 -2.53 0.40
C -1.91 -1.00 -1.97 0.61
C -2.89 -1.82 -2.54 -0.79
C -4.16 -1.83 -1.99 -0.88
C -4.44 -1.02 -0.89 -0.52
C -3.44 -0.24 -0.32 -0.51
C -2.13 -0.20 -0.83 -0.15
H 6.12 3.00 -3.86 0.45
H 4.35 3.08 -4.02 0.35
H 5.31 2.16 -5.18 0.40
H 7.21 0.72 -3.39 0.44
H 6.22 -0.16 -4.54 0.39
H 6.22 -0.64 -2.84 0.38
H 6.19 2.09 -1.60 0.57
H 5.10 0.81 -1.07 0.37
H 4.46 2.41 -1.53 0.34
H 4.24 0.14 -5.58 0.45
H 2.12 -0.94 -6.13 0.42
H 2.98 0.67 -1.51 0.07
H -2.67 -2.46 -3.39 0.40
H -4.93 -2.46 -2.42 0.42
H -5.44 -1.00 -0.48 0.42
H -3.69 0.37 0.55 0.44
C -0.27 0.40 3.94 -1.22
C 0.47 0.12 2.67 0.69
O -0.04 0.40 1.57 -0.78
N 1.68 -0.42 2.78 0.02
C 2.60 -0.67 1.67 -1.16
C 3.53 0.50 1.43 1.07
C 4.87 0.42 1.76 -0.74
C 5.67 1.54 1.60 -0.51
C 5.10 2.71 1.13 -0.73
C 3.75 2.69 0.81 -0.25
N 2.97 1.62 0.95 0.17
H -1.33 0.51 3.73 0.12
H 0.10 1.34 4.36 0.35
H -0.12 -0.39 4.68 0.39
H 2.03 -0.58 3.71 0.25
H 2.02 -0.88 0.78 -0.15
H 3.18 -1.56 1.91 0.53
H 5.29 -0.51 2.14 0.46
H 6.73 1.50 1.84 0.41
H 5.69 3.61 1.00 0.47
H 3.28 3.59 0.42 0.36
C -3.53 -4.33 1.89 -1.32
Sb -2.31 -2.60 2.24 0.60
C -1.71 -3.27 4.21 -1.39
C -3.96 -1.41 2.97 -1.41
H -4.25 -4.42 2.70 0.41
H -2.89 -5.22 1.86 0.38
H -4.05 -4.25 0.93 0.34
H -2.40 -4.05 4.54 0.42
H -1.74 -2.46 4.94 0.35
H -0.70 -3.69 4.18 0.38
H -4.27 -1.79 3.95 0.50
H -4.79 -1.49 2.27 0.40
H -3.68 -0.36 3.06 0.31
N 0.39 2.59 -0.96 0.06
C -0.27 3.56 -1.81 0.63
C -0.62 4.81 -1.32 -0.51
C -1.27 5.71 -2.15 -0.64
C -1.56 5.38 -3.47 -0.52
C -1.20 4.12 -3.95 -0.68
C -0.56 3.21 -3.12 -0.19
H 1.22 2.24 -1.44 -0.11
H 0.71 3.01 -0.09 0.27
H -0.40 5.07 -0.29 0.38
H -1.55 6.68 -1.76 0.40
H -2.06 6.09 -4.11 0.39
H -1.43 3.85 -4.97 0.41
H -0.29 2.23 -3.49 0.30
```

Output
Orbital gap in eV: 7.98
Energy above the lowest of the compared OMol25 structures with the same formula, charge and spin in kcal per mole: 20.89
Net charge: +1